# 1
{"formula": "C5H6N", "method": "ωB97M-V/def2-TZVPD", "orbital_gap_ev": 9.4, "charge": 1, "lumo_ev": -4.8, "multiplicity": 1, "species": ["C", "C", "C", "C", "C", "N", "H", "H", "H", "H", "H", "H"], "positions_angstrom": [[-1.098, 0.800, 0.130], [1.728, 0.388, 0.044], [-0.790, -0.397, -0.762], [-0.095, 0.177, 1.043], [0.698, -0.444, -0.442], [-0.209, -1.205, 0.374], [-1.018, 1.728, -0.270], [-2.173, 0.756, 0.490], [1.973, 1.265, -0.532], [2.418, -0.005, 0.797], [-1.162, -0.906, -1.575], [-0.273, -2.157, 0.703]], "nbo_charge": [-0.499, -0.188, 0.031, 0.186, 0.105, -0.424, 0.255, 0.262, 0.267, 0.280, 0.244, 0.481]}


# 2
{"formula": "C30H29Br2CeClN7O2S2", "method": "ωB97M-V/def2-TZVPD", "orbital_gap_ev": [7.4, 7.4], "lumo_ev": [0.0, 0.0], "multiplicity": 2, "species": ["Ce", "O", "C", "C", "C", "C", "C", "C", "C", "O", "N", "N", "C", "C", "Br", "C", "C", "C", "C", "C", "C", "C", "H", "H", "H", "H", "H", "H", "H", "H", "H", "H", "H", "H", "H", "H", "S", "C", "C", "C", "C", "C", "N", "H", "H", "H", "H", "C", "C", "C", "N", "N", "C", "N", "S", "H", "H", "H", "H", "H", "H", "H", "Br", "C", "C", "C", "C", "N", "C", "H", "H", "H", "H", "Cl"], "positions_angstrom": [[-0.454, -0.713, 0.400], [-1.059, 3.031, 2.765], [-1.765, 3.848, 1.958], [-2.166, 5.089, 2.453], [-2.919, 5.943, 1.666], [-3.298, 5.573, 0.382], [-2.900, 4.339, -0.102], [-2.124, 3.473, 0.657], [-1.644, 2.169, 0.067], [-1.484, 1.176, 1.025], [-0.335, 2.447, -0.547], [0.349, 1.407, -1.057], [1.272, 1.641, -1.912], [2.165, 0.609, -2.434], [2.613, -0.820, -1.271], [2.727, 0.680, -3.648], [2.408, 1.690, -4.667], [3.437, 2.207, -5.454], [3.172, 3.161, -6.421], [1.870, 3.596, -6.628], [0.836, 3.067, -5.872], [1.100, 2.116, -4.898], [-1.064, 2.146, 2.332], [-1.881, 5.356, 3.461], [-3.221, 6.902, 2.068], [-3.899, 6.237, -0.224], [-3.196, 4.027, -1.099], [-2.349, 1.812, -0.700], [-0.233, 3.333, -1.031], [1.443, 2.649, -2.290], [3.484, -0.048, -3.916], [4.451, 1.864, -5.295], [3.980, 3.564, -7.016], [1.661, 4.338, -7.387], [-0.183, 3.385, -6.047], [0.283, 1.683, -4.337], [1.621, 0.216, 2.154], [2.004, -1.482, 2.239], [3.047, -1.971, 3.050], [3.293, -3.320, 3.098], [2.517, -4.201, 2.340], [1.521, -3.657, 1.559], [1.271, -2.346, 1.511], [3.635, -1.271, 3.625], [4.092, -3.696, 3.726], [2.688, -5.267, 2.353], [0.894, -4.285, 0.936], [-0.276, -2.199, 5.494], [-1.415, -1.222, 5.242], [-2.112, -1.493, 3.946], [-1.472, -1.681, 2.846], [-2.290, -1.851, 1.760], [-3.557, -1.769, 2.048], [-4.507, -1.871, 1.091], [-3.839, -1.530, 3.738], [0.245, -1.935, 6.413], [0.441, -2.165, 4.674], [-0.639, -3.223, 5.587], [-1.023, -0.203, 5.175], [-2.140, -1.227, 6.058], [-4.148, -1.657, 0.156], [-5.415, -1.491, 1.299], [-0.120, -2.945, -5.609], [-0.478, -3.375, -3.809], [-1.241, -4.481, -3.478], [-1.475, -4.729, -2.137], [-0.938, -3.864, -1.197], [-0.196, -2.806, -1.518], [0.024, -2.562, -2.807], [-1.645, -5.121, -4.250], [-2.073, -5.571, -1.820], [-1.133, -4.019, -0.141], [0.608, -1.686, -3.056], [-2.600, -0.736, -1.422]], "mulliken_charge": [0.450, -0.712, 0.190, -0.616, -0.323, -0.809, -0.263, 0.016, 0.451, -0.621, -0.270, 0.487, -0.651, -0.060, -0.064, -0.717, 0.391, -0.482, -0.511, -0.418, -0.705, -0.356, 0.363, 0.437, 0.374, 0.403, 0.415, 0.261, 0.396, 0.698, 0.476, 0.418, 0.385, 0.382, 0.403, 0.594, -0.459, 0.714, -0.988, -0.185, -0.950, -0.296, 0.453, 0.457, 0.402, 0.443, 0.258, -0.799, -0.391, 0.050, 0.050, -0.032, 0.331, -0.410, -0.209, 0.374, 0.036, 0.312, 0.205, 0.411, 0.170, 0.263, -0.197, -0.437, -0.160, -1.243, 0.016, 0.297, 0.276, 0.452, 0.416, 0.508, 0.123, -0.671]}


# 3
{"formula": "C20H45IrN2P3S2", "method": "ωB97M-V/def2-TZVPD", "orbital_gap_ev": [3.8, 3.2], "charge": 4, "lumo_ev": [-12.2, -16.3], "multiplicity": 6, "species": ["Ir", "P", "P", "P", "H", "C", "C", "H", "C", "C", "C", "C", "C", "C", "C", "C", "C", "H", "H", "H", "H", "H", "H", "H", "H", "H", "H", "H", "H", "H", "H", "H", "H", "H", "H", "H", "H", "H", "H", "H", "H", "H", "H", "H", "H", "H", "C", "C", "C", "C", "C", "C", "S", "H", "H", "H", "H", "H", "H", "C", "N", "C", "S", "N", "C", "H", "H", "H", "H", "H", "H", "H", "H"], "positions_angstrom": [[-0.506, 0.099, -0.109], [-0.816, -1.268, 1.764], [1.791, -0.453, -0.056], [-2.691, 0.696, 0.497], [-0.834, -1.086, -2.003], [-1.002, -0.061, -2.446], [-0.042, 0.871, -3.040], [-0.569, 1.760, -3.372], [-1.529, -2.851, 1.189], [0.492, -1.891, 2.934], [-1.900, -0.637, 3.103], [2.730, 0.239, -1.440], [2.780, 0.149, 1.375], [2.116, -2.254, -0.104], [-2.796, 1.354, -1.163], [-3.424, 1.913, 1.648], [-3.963, -0.601, 0.370], [-1.741, -0.243, -3.261], [0.804, 1.165, -2.431], [-1.754, -3.460, 2.067], [-0.806, -3.379, 0.561], [-2.446, -2.695, 0.623], [-0.034, -2.529, 3.666], [0.947, -1.052, 3.486], [1.279, -2.496, 2.469], [-1.789, -1.289, 3.976], [-2.953, -0.624, 2.824], [-1.576, 0.367, 3.389], [3.731, 0.548, -1.078], [2.262, 1.147, -1.858], [2.841, -0.498, -2.261], [2.672, -0.517, 2.246], [2.507, 1.181, 1.653], [3.840, 0.158, 1.068], [3.208, -2.392, -0.100], [1.697, -2.685, -1.024], [1.680, -2.761, 0.764], [-3.821, 1.309, -1.534], [-2.150, 0.697, -1.768], [-2.319, 2.329, -1.251], [-4.509, 1.937, 1.495], [-3.025, 2.909, 1.469], [-3.262, 1.680, 2.704], [-4.825, -0.133, -0.129], [-4.315, -1.009, 1.325], [-3.631, -1.441, -0.253], [1.683, -1.175, -4.703], [1.384, -2.063, -3.669], [2.073, -3.275, -3.550], [3.138, -3.596, -4.408], [3.440, -2.676, -5.417], [2.661, -1.534, -5.627], [0.604, 0.286, -4.983], [1.407, 1.306, -4.697], [0.630, -1.757, -2.937], [1.803, -3.979, -2.764], [3.699, -4.539, -4.270], [4.302, -2.912, -6.058], [2.787, -0.899, -6.508], [0.861, 2.485, 4.065], [0.372, 1.973, 2.785], [-0.044, 2.765, 1.772], [0.179, 2.289, 0.120], [-0.620, 3.958, 2.008], [-1.270, 4.356, 3.261], [0.038, 2.528, 4.789], [1.327, 3.482, 3.968], [1.613, 1.796, 4.472], [0.806, 1.092, 2.491], [-0.900, 4.437, 1.148], [-0.543, 4.843, 3.926], [-2.035, 5.103, 3.025], [-1.747, 3.500, 3.774]], "mulliken_charge": [0.906, 0.603, 0.695, 0.366, 0.688, -0.796, -0.483, 0.520, -1.206, -1.540, -1.269, -1.122, -1.527, -0.748, -1.422, -1.319, -1.322, 0.526, -0.293, 0.480, 0.327, 0.286, 0.583, 0.396, 0.415, 0.666, 0.465, 0.128, 0.624, 0.517, 0.237, 0.389, 0.486, 0.650, 0.549, -0.317, 0.185, 0.609, -0.025, 0.461, 0.552, 0.431, 0.369, 0.525, 0.410, 0.418, 0.445, 0.319, -0.176, -0.775, -0.458, -0.303, 0.086, 0.352, 0.252, 0.507, 0.457, 0.482, 0.496, -1.154, 0.570, 0.765, -0.537, -0.079, -1.000, 0.407, 0.399, 0.366, -0.932, 0.360, 0.375, 0.371, 0.329]}


# 4
{"formula": "C3H5FN2O4", "method": "ωB97M-V/def2-TZVPD", "orbital_gap_ev": 10.0, "smiles": "CO[C@H](/C(O)=N/F)[N+](=O)[O-]", "lumo_ev": -0.7, "multiplicity": 1, "species": ["C", "C", "C", "N", "N", "O", "O", "O", "O", "F", "H", "H", "H", "H", "H"], "positions_angstrom": [[0.775, -1.802, 1.033], [-1.189, 0.848, -0.788], [-0.051, -0.240, 0.975], [0.790, -2.483, -0.049], [-0.653, 0.120, 2.354], [0.105, -0.019, 3.294], [-1.757, 0.598, 2.375], [1.352, -1.888, 2.250], [-1.106, -0.310, 0.101], [1.542, -3.648, -0.030], [-1.046, 1.785, -0.282], [-2.141, 0.802, -1.224], [-0.295, 0.582, -1.446], [0.611, 0.569, 0.756], [1.000, -1.267, 2.960]], "nbo_charge": [0.520, -0.250, 0.143, -0.105, 0.525, -0.410, -0.296, -0.692, -0.510, -0.229, 0.179, 0.211, 0.194, 0.207, 0.515]}


# 5
{"formula": "C5H9N3", "method": "ωB97M-V/def2-TZVPD", "orbital_gap_ev": 9.7, "smiles": "[H]/N=C(/N)C1=NCCC1", "lumo_ev": 0.7, "multiplicity": 1, "species": ["N", "N", "C", "C", "N", "C", "C", "C", "H", "H", "H", "H", "H", "H", "H", "H", "H"], "positions_angstrom": [[-0.766, -0.061, -2.611], [1.037, 0.670, 0.542], [-0.004, 0.524, -1.747], [0.085, 0.220, -0.238], [0.693, 1.533, -2.359], [0.854, 0.059, 1.874], [-0.811, -0.773, 0.403], [-0.410, -0.762, 1.873], [-1.377, -0.780, -2.254], [0.550, 1.632, -3.357], [1.505, 1.861, -1.872], [0.842, 0.817, 2.664], [1.644, -0.668, 2.079], [-1.859, -0.547, 0.181], [-0.589, -1.740, 0.028], [-0.228, -1.766, 2.287], [-1.166, -0.219, 2.506]], "nbo_charge": [-0.710, -0.369, 0.390, 0.219, -0.806, -0.257, -0.485, -0.415, 0.333, 0.413, 0.396, 0.207, 0.200, 0.230, 0.228, 0.216, 0.209]}


# 6
{"formula": "C5H10O2", "method": "ωB97M-V/def2-TZVPD", "orbital_gap_ev": 10.5, "smiles": "CCO[C@@H](C)C=O", "lumo_ev": 0.9, "multiplicity": 1, "species": ["C", "C", "O", "C", "C", "C", "O", "H", "H", "H", "H", "H", "H", "H", "H", "H", "H"], "positions_angstrom": [[-0.093, 1.330, -2.138], [0.676, 0.996, -0.872], [0.387, -0.334, -0.461], [-0.272, -0.442, 0.777], [-0.833, -1.853, 0.903], [0.698, -0.187, 1.925], [0.347, 0.039, 3.057], [-1.171, 1.227, -1.972], [0.116, 2.357, -2.456], [0.195, 0.649, -2.944], [1.756, 1.073, -1.046], [0.421, 1.709, -0.075], [-1.090, 0.291, 0.862], [-1.321, -1.969, 1.875], [-1.560, -2.038, 0.107], [-0.030, -2.591, 0.815], [1.773, -0.256, 1.642]], "nbo_charge": [-0.627, -0.066, -0.539, -0.007, -0.613, 0.421, -0.515, 0.208, 0.212, 0.215, 0.180, 0.167, 0.187, 0.226, 0.224, 0.216, 0.112]}


Max |F| across the listed records, respectively: 5.2 0.5 3.9 4.2 2.8 0.5 eV Å⁻¹.
Energy relative to the best compared isomer or geometry (same formula, charge and spin) across the listed records, respectively: 714.5 0.0 311.9 16.4 81.3 164.3 kJ/mol.
E across the listed records, respectively: -248.343561 -8574.264980 -2821.553787 -627.414886 -360.166310 -346.962858 Eh.